1.
This record from the OMol25 dataset describes a molecular structure, C25H41F3O2OsP2 in a non-equilibrium geometry. The level of theory is the ωB97M-V functional and the def2-TZVPD basis.

Computed properties:
* HOMO energy (spin up / spin down): -12.701 / -14.062 eV
* total charge: +2
* multiplicity: 5
* HOMO-LUMO gap (spin up / spin down): 8.0 / 4.2 eV
* energy relative to the best compared isomer or geometry (same formula, charge and spin): 0.00 kcal/mol
* E: -59862.519 eV
* <S²>: 6.0207

Geometry as XYZ:
```
74
Properties=species:S:1:pos:R:3:mulliken_charge:R:1
Os -0.174 0.328 0.099 0.39
C 1.732 0.215 1.547 0.02
C 0.511 0.772 2.095 1.13
C 0.183 -1.499 1.661 0.62
C 1.526 -1.177 1.301 0.75
C -0.463 -0.305 2.160 0.67
C 3.031 0.938 1.447 -1.92
H 2.884 2.020 1.359 0.36
H 3.595 0.579 0.578 0.54
H 3.639 0.757 2.345 0.34
C 2.533 -2.120 0.769 -1.46
H 3.427 -1.574 0.453 0.36
H 2.138 -2.686 -0.085 0.11
H 2.823 -2.850 1.538 0.35
C -0.450 -2.836 1.628 -1.36
H 0.038 -3.516 2.343 0.34
H -0.348 -3.284 0.629 0.04
H -1.512 -2.757 1.888 0.37
C -1.767 -0.272 2.884 -1.37
H -1.683 -0.757 3.868 0.33
H -2.523 -0.820 2.313 0.43
H -2.101 0.751 3.048 0.35
C 0.387 2.091 2.793 -1.55
H 0.712 2.007 3.839 0.36
H -0.653 2.426 2.790 0.35
H 1.008 2.845 2.304 0.36
C 0.511 0.759 -1.881 -1.00
C 0.888 1.828 -1.028 0.05
C 0.153 3.140 -0.958 -1.38
C -1.345 2.993 -0.589 1.05
C -1.722 1.680 0.060 -0.86
C -2.079 0.513 -0.697 -0.31
C -2.054 0.476 -2.198 -1.11
C -0.665 0.804 -2.823 -1.01
H 0.239 3.694 -1.910 0.54
H -1.945 3.162 -1.508 -1.93
H 0.647 3.772 -0.208 0.41
H -0.730 1.791 -3.308 0.21
H 1.337 0.106 -2.182 0.67
H 1.950 1.876 -0.779 0.98
H -0.480 0.059 -3.612 0.54
H -2.340 -0.530 -2.532 0.63
H -2.824 -0.132 -0.225 0.73
H -2.790 1.183 -2.623 0.13
H -1.626 3.807 0.095 0.79
H -2.240 1.777 1.021 0.81
P -2.783 4.500 -3.168 1.21
C -2.222 4.582 -4.921 -1.39
C -2.857 6.318 -2.853 -1.21
P -5.533 3.722 -2.083 0.33
C -4.564 4.246 -3.573 -1.17
C -6.263 5.378 -1.654 -1.16
C -7.026 3.195 -3.052 -1.15
H -2.451 3.636 -5.430 0.44
H -1.140 4.769 -4.942 0.44
H -2.764 5.408 -5.405 0.49
H -3.284 6.791 -3.750 0.45
H -1.830 6.673 -2.694 0.43
H -3.471 6.548 -1.971 0.30
H -7.404 4.061 -3.614 0.35
H -7.795 2.847 -2.351 0.40
H -6.765 2.387 -3.746 0.36
H -4.625 3.468 -4.352 0.58
H -4.977 5.186 -3.979 0.51
H -7.038 5.198 -0.896 0.41
H -6.732 5.800 -2.554 0.38
H -5.517 6.075 -1.254 0.27
F 1.078 -4.254 -3.498 -0.23
C 0.163 -4.157 -2.485 0.67
F -0.888 -4.964 -2.799 -0.24
F 0.747 -4.662 -1.362 -0.17
C -0.295 -2.664 -2.337 0.27
O -1.002 -2.269 -3.273 -0.24
O 0.137 -2.070 -1.302 -0.19
```

2.
This record from the OMol25 dataset describes a single ClNO4S molecule in a non-equilibrium geometry. The level of theory is the ωB97M-V functional and the def2-TZVPD basis.

Computed properties:
* HOMO energy (spin up / spin down): -11.087 / -11.086 eV
* total charge: 0
* HOMO-LUMO gap (spin up / spin down): 9.0 / 9.0 eV
* SMILES string: O=[N+]([O-])S(=O)(=O)Cl
* energy relative to the best compared isomer or geometry (same formula, charge and spin): 65.98 kcal/mol
* E: -33030.889 eV

Geometry as XYZ:
```
7
Properties=species:S:1:pos:R:3:mulliken_charge:R:1
O -0.698 -1.555 0.778 -0.46
N -0.878 -0.506 0.228 0.92
O -1.791 0.129 -0.203 -0.43
S 0.934 0.383 -0.161 0.84
O 1.175 1.796 0.926 -0.47
O 0.973 0.710 -1.523 -0.37
Cl 2.066 -1.174 0.375 -0.03
```

3.
This record from the OMol25 dataset describes a molecular structure, C13H29N6O2SSn. The level of theory is the ωB97M-V functional and the def2-TZVPD basis.

Computed properties:
* HOMO energy: -19.294 eV
* total charge: +3
* HOMO-LUMO gap: 9.1 eV
* energy relative to the best compared isomer or geometry (same formula, charge and spin): 0.00 kcal/mol
* E: -43627.612 eV

Geometry as XYZ:
```
52
Properties=species:S:1:pos:R:3:mulliken_charge:R:1
Sn -0.579 -0.577 0.050 1.30
N -0.494 -0.658 2.343 -0.35
C 0.773 -1.263 2.825 -0.66
C 1.926 -0.782 1.957 -0.51
N 1.636 -0.931 0.491 -0.34
C 2.056 -2.248 -0.093 -0.55
C 1.040 -3.326 0.218 -0.71
N -0.301 -2.843 -0.209 -0.38
H -1.295 -1.181 2.700 0.33
H -0.565 0.296 2.693 0.28
H 0.957 -1.001 3.866 0.51
H 0.651 -2.341 2.793 0.26
H 2.108 0.278 2.145 0.29
H 2.841 -1.320 2.200 0.51
H 2.192 -0.231 0.010 0.25
H 2.142 -2.108 -1.172 0.32
H 3.043 -2.515 0.285 0.53
H 1.297 -4.252 -0.297 0.49
H 1.000 -3.558 1.277 0.26
H -0.378 -3.008 -1.213 0.28
H -1.042 -3.389 0.236 0.31
C 1.018 2.336 0.351 -1.06
O -0.139 1.492 0.627 -0.27
C -1.344 2.335 0.801 -0.88
C -1.927 2.750 -0.522 -0.56
O -2.189 1.562 -1.249 0.21
C -3.061 1.767 -2.375 -0.95
H 1.219 2.937 1.236 0.28
H 0.823 2.979 -0.505 0.38
H 1.879 1.710 0.138 0.45
H -1.058 3.199 1.400 0.53
H -2.051 1.731 1.371 0.35
H -1.241 3.387 -1.090 0.39
H -2.842 3.324 -0.345 0.50
H -4.001 2.213 -2.049 0.38
H -3.269 0.791 -2.809 0.27
H -2.582 2.411 -3.115 0.30
S -2.983 -0.764 0.074 -0.04
C -2.917 -2.124 1.095 0.32
N -2.671 -3.018 1.781 -0.44
C -0.687 -0.761 -5.520 -0.80
N -0.232 -0.378 -4.168 0.07
C 0.787 0.500 -3.886 -0.85
C 0.903 0.545 -2.536 -0.42
N -0.034 -0.317 -1.992 0.48
C -0.711 -0.843 -3.022 -0.65
H -0.501 0.073 -6.191 0.34
H -1.753 -0.968 -5.489 0.37
H -0.137 -1.637 -5.853 0.34
H 1.332 1.010 -4.662 0.49
H 1.576 1.136 -1.938 0.47
H -1.542 -1.529 -2.954 0.60
```

4.
This record from the OMol25 dataset describes 10 unconnected molecules or ions with the total composition C28H82N6O10 in a non-equilibrium geometry. The level of theory is the ωB97M-V functional and the def2-TZVPD basis.

Computed properties:
* HOMO energy: -9.155 eV
* total charge: 0
* HOMO-LUMO gap: 9.5 eV
* SMILES string: COC[C@H](C)N.COC[C@H](C)N.COC[C@H](C)N.COC[C@H](C)N.COC[C@H](C)N.COC[C@H](C)N.CO.CO.CO.CO
* energy relative to the best compared isomer or geometry (same formula, charge and spin): 139.93 kcal/mol
* E: -59771.492 eV

Geometry as XYZ:
```
126
Properties=species:S:1:pos:R:3:mulliken_charge:R:1
C 23.855 -15.687 -13.242 -0.87
O 24.474 -16.849 -12.719 -0.34
C 24.701 -16.728 -11.310 -0.55
C 25.679 -17.882 -10.760 0.19
C 25.768 -17.624 -9.258 -1.35
N 27.164 -17.910 -11.167 -0.67
H 24.171 -15.536 -14.275 0.29
H 23.625 -14.724 -12.787 0.37
H 22.835 -16.055 -13.355 0.31
H 25.123 -15.731 -11.189 0.35
H 23.701 -16.853 -10.896 0.31
H 25.194 -18.835 -10.970 0.37
H 26.361 -18.434 -8.832 0.36
H 24.766 -17.612 -8.830 0.38
H 26.235 -16.656 -9.074 0.34
H 27.513 -16.971 -11.037 0.24
H 27.268 -18.140 -12.145 0.26
C 22.601 -17.804 9.311 -0.72
O 21.304 -17.602 8.725 -0.31
C 20.526 -18.878 8.535 -0.64
C 19.194 -18.709 7.841 0.48
C 18.207 -17.643 8.550 -1.39
N 18.483 -20.002 7.828 -0.69
H 23.179 -16.882 9.255 0.24
H 23.173 -18.635 8.897 0.30
H 22.451 -18.199 10.316 0.31
H 21.149 -19.588 7.990 0.33
H 20.366 -19.280 9.535 0.35
H 19.277 -18.270 6.847 0.21
H 18.666 -16.684 8.788 0.33
H 17.933 -18.054 9.522 0.37
H 17.287 -17.512 7.980 0.36
H 17.554 -19.827 7.470 0.25
H 18.915 -20.692 7.230 0.23
C 32.623 -29.684 2.783 -0.65
O 31.603 -30.421 1.979 -0.33
C 31.971 -31.589 1.157 -0.74
C 31.339 -31.734 -0.230 0.43
C 31.720 -33.112 -0.835 -1.45
N 31.844 -30.673 -1.037 -0.74
H 32.859 -30.226 3.699 0.27
H 32.259 -28.710 3.109 0.24
H 33.480 -29.508 2.134 0.31
H 33.058 -31.665 1.137 0.41
H 31.520 -32.471 1.611 0.26
H 30.253 -31.662 -0.303 0.33
H 31.190 -33.285 -1.771 0.37
H 31.316 -33.920 -0.224 0.40
H 32.779 -33.225 -1.071 0.31
H 31.304 -29.882 -0.715 0.29
H 32.774 -30.430 -0.728 0.30
C 24.654 -31.689 -8.887 -0.81
O 24.589 -30.260 -8.721 -0.30
C 25.657 -29.611 -9.341 -0.65
C 25.577 -28.161 -8.815 0.43
C 26.149 -27.069 -9.681 -1.33
N 26.293 -28.041 -7.489 -0.77
H 25.548 -32.069 -8.392 0.34
H 24.766 -31.959 -9.937 0.30
H 23.807 -32.291 -8.560 0.27
H 26.582 -30.131 -9.092 0.29
H 25.478 -29.717 -10.411 0.38
H 24.521 -27.957 -8.637 0.32
H 27.238 -27.104 -9.659 0.30
H 25.827 -26.116 -9.262 0.34
H 25.774 -27.233 -10.692 0.36
H 27.241 -28.364 -7.624 0.25
H 25.936 -28.758 -6.873 0.28
C 28.120 -29.962 7.511 -0.81
O 26.827 -29.707 6.923 -0.34
C 26.692 -30.043 5.472 -0.69
C 25.250 -29.730 5.010 0.19
C 24.923 -29.894 3.450 -1.13
N 24.915 -28.370 5.429 -0.75
H 28.946 -29.306 7.238 0.32
H 28.488 -30.966 7.297 0.32
H 28.102 -29.857 8.596 0.28
H 27.311 -29.299 4.969 0.31
H 26.917 -31.089 5.266 0.44
H 24.699 -30.472 5.589 0.32
H 23.855 -29.847 3.238 0.32
H 25.379 -30.813 3.083 0.35
H 25.363 -28.993 3.021 0.26
H 25.386 -28.300 6.320 0.37
H 25.506 -27.772 4.871 0.25
C 27.043 -22.970 2.902 -0.80
O 27.143 -23.762 1.738 -0.24
C 26.929 -23.126 0.529 -0.69
C 26.731 -24.140 -0.603 0.35
C 28.046 -25.011 -0.627 -1.20
N 26.597 -23.437 -1.849 -0.71
H 27.979 -22.446 3.095 0.31
H 27.036 -23.680 3.728 0.24
H 26.122 -22.399 3.012 0.32
H 26.096 -22.423 0.524 0.40
H 27.875 -22.601 0.390 0.25
H 25.803 -24.711 -0.629 0.31
H 28.882 -24.402 -0.969 0.28
H 27.766 -25.838 -1.280 0.38
H 28.298 -25.526 0.300 0.31
H 26.674 -24.124 -2.585 0.25
H 27.339 -22.768 -1.998 0.25
C 32.482 -21.700 -7.215 -0.47
O 33.088 -20.404 -7.582 -0.52
H 32.097 -22.255 -8.071 0.24
H 33.219 -22.418 -6.858 0.22
H 31.702 -21.509 -6.478 0.23
H 32.485 -19.780 -7.991 0.30
C 35.173 -23.538 7.882 -0.50
O 33.802 -23.895 7.723 -0.49
H 35.751 -24.412 8.181 0.21
H 35.566 -23.092 6.969 0.23
H 35.346 -22.758 8.625 0.24
H 33.437 -23.250 7.112 0.30
C 27.967 -25.467 10.858 -0.50
O 26.813 -26.327 10.617 -0.50
H 27.746 -24.576 11.445 0.23
H 28.717 -26.003 11.439 0.25
H 28.493 -25.144 9.960 0.23
H 26.905 -27.005 9.943 0.29
C 22.328 -29.805 -3.865 -0.54
O 21.415 -29.767 -4.937 -0.48
H 21.694 -29.734 -2.981 0.24
H 22.920 -30.720 -3.847 0.24
H 22.995 -28.951 -3.747 0.25
H 21.969 -29.974 -5.693 0.29
```

> Which of these has the highest total charge?

C13H29N6O2SSn

> Which of these has the highest energy relative to the best compared isomer or geometry (same formula, charge and spin)?

C28H82N6O10